# C3H5NOS

One molecule with the formula C3H5NOS at a distorted geometry (ωB97M-V with the def2-TZVPD basis set, the Open Molecules 2025 dataset).

Computed properties:
Energy above the lowest of the compared OMol25 structures with the same formula, charge and spin (eV): 3.786
Structure (SMILES): CO/N=C1/CS1
Gap between HOMO and LUMO (eV): 9.69

```
11
Properties=species:S:1:pos:R:3:nbo_charge:R:1
S -1.53329 1.01710 0.17510 0.12
O 1.31709 -1.16480 0.12404 -0.34
N 1.03395 -0.06576 -0.61749 -0.10
C -0.53116 1.81070 -1.14427 -0.48
C 0.36103 -1.59221 1.07513 -0.28
C 0.01843 0.62659 -0.54774 0.05
H 0.81131 -2.45979 1.54843 0.21
H 0.16379 -0.81757 1.82120 0.18
H -0.57916 -1.87613 0.59057 0.18
H -0.10272 2.76971 -0.88635 0.23
H -0.95928 1.75215 -2.13862 0.23
```